The following is a DFT calculation (the ωB97M-V functional and the def2-TZVPD basis) of a single C6H6OS molecule in a non-equilibrium geometry.

Calculated values
Relative energy (zero: lowest compared OMol25 entry of this formula, charge and spin) ... 2.911 eV
HOMO energy ... -7.529 eV
Orbital gap ... 0.2971 Ha
SMILES ... S/C=C\c1ccoc1
LUMO ... 0.557 eV

Geometry (Å):
S (2.88500, -0.78200, -0.24233)
C (2.26070, 0.62355, 0.29893)
C (0.90660, 1.08874, 0.23239)
C (-0.33073, 0.36180, -0.05299)
C (-0.56649, -1.03861, 0.23434)
C (-1.91355, -1.36557, 0.13522)
O (-2.58650, -0.12476, -0.15651)
C (-1.64311, 0.81998, -0.32512)
H (1.62198, -1.27304, -0.58025)
H (3.13031, 1.37004, 0.44420)
H (1.00595, 2.32515, -0.13672)
H (0.16554, -1.82423, 0.50710)
H (-2.76762, -1.98970, 0.17707)
H (-2.16807, 1.80865, -0.53533)